Molecular formula: C31H21F10N5O2Sc
Method: DFT, ωB97M-V/def2-TZVPD

```
70
Properties=species:S:1:pos:R:3:forces:R:3:lowdin_charge:R:1
Sc 0.25106 0.16467 0.58099 1.244 -0.085 -0.432 1.16
C -1.69494 2.01702 2.41843 0.074 -0.433 0.543 -0.05
N -0.33083 2.08792 1.81602 -0.262 -0.441 1.728 -0.28
C 0.68220 2.12846 2.90731 -0.177 0.632 -0.720 -0.19
C 0.70815 0.83567 3.67522 -0.049 -0.693 1.510 -0.24
N 0.42614 -0.31968 2.84571 -0.240 0.656 -1.355 -0.06
C 0.46881 -1.51953 3.40749 0.029 -1.632 0.888 -0.20
C 0.53291 -2.68507 2.60022 0.340 -0.249 -0.018 -0.15
F 0.55981 -2.53198 1.26085 0.002 0.355 0.000 0.07
C 0.62774 -3.97147 3.08421 -0.887 -1.100 0.801 -0.13
F 0.59597 -5.06924 2.26185 0.182 1.208 0.527 0.08
C 0.56057 -4.20511 4.46778 0.287 -0.815 0.307 -0.13
F 0.44923 -5.49857 4.95466 0.321 1.325 -0.518 0.05
C 0.56234 -3.11637 5.34692 -0.138 -1.529 -0.286 -0.15
F 0.58933 -3.32620 6.69695 -0.193 0.335 -1.163 0.08
C 0.45721 -1.86539 4.80426 0.004 1.559 -0.155 -0.13
F 0.29480 -0.85398 5.70276 0.161 -0.194 0.244 0.04
C -0.27031 3.18559 0.88977 1.060 1.030 -0.473 -0.20
C -1.10925 2.85165 -0.34908 0.186 0.263 -0.833 -0.21
N -1.17057 1.40200 -0.45954 -0.217 -0.040 1.017 -0.09
C -2.25820 0.83673 -1.01424 -0.764 -0.350 -1.251 -0.22
C -2.91491 -0.30673 -0.51924 0.225 -0.570 1.063 -0.13
F -2.63516 -0.76296 0.76357 0.290 0.440 -1.144 0.05
C -3.81131 -1.06887 -1.25217 -0.649 0.177 -0.327 -0.15
F -4.22542 -2.29696 -0.83015 0.334 0.981 -0.172 0.09
C -4.33522 -0.54275 -2.43305 1.100 -0.066 0.184 -0.14
F -5.04222 -1.35396 -3.24460 -0.354 0.503 0.179 0.09
C -3.87498 0.71809 -2.88217 -0.325 -0.950 0.382 -0.13
F -4.51611 1.25413 -3.93760 0.646 0.036 -0.059 0.09
C -2.78791 1.30477 -2.24773 -0.425 0.150 0.306 -0.13
F -2.19748 2.40897 -2.75098 -0.516 -0.164 -0.371 0.08
H -1.88993 2.88876 3.07713 0.196 -0.169 -0.355 0.10
H -1.81937 1.10816 3.04743 0.327 0.502 -0.514 0.10
H -2.46408 1.96736 1.64711 0.212 0.087 -0.034 0.08
H 0.47283 2.96115 3.57625 -0.219 0.193 0.316 0.12
H 1.66284 2.33241 2.48711 -0.110 -0.108 -0.369 0.10
H -0.03942 0.86736 4.51426 0.796 0.311 -0.634 0.12
H 1.73872 0.73220 4.13043 -0.950 0.188 -0.187 0.14
H 0.78789 3.37178 0.60977 -0.346 -0.634 -0.028 0.13
H -0.52399 4.17049 1.32146 -0.497 -0.296 0.176 0.13
H -0.59502 3.30656 -1.22894 -0.340 -0.150 0.471 0.12
H -2.11984 3.31564 -0.31742 0.438 -0.287 0.151 0.12
O 2.23382 0.82071 0.87955 1.522 0.909 -0.743 -0.21
C 3.29062 1.41379 0.28036 -1.093 -0.730 -0.075 -0.28
C 4.43553 1.85376 1.02243 -1.311 -0.435 0.040 -0.03
C 5.40726 2.61399 0.41909 0.722 0.354 0.331 -0.12
C 5.44946 2.84963 -0.97031 0.459 -0.247 0.336 -0.12
C 4.45540 2.27600 -1.72587 -1.182 0.162 -0.464 -0.07
C 3.30477 1.65595 -1.14386 1.431 1.021 1.738 -0.17
C 2.20167 1.34294 -1.95705 -3.304 -2.339 -0.276 -0.05
N 1.25649 0.44183 -1.55608 3.219 2.468 -0.401 -0.06
N 0.65091 -0.18969 -2.57112 -0.998 -0.781 -0.127 0.05
C -0.09909 -1.17507 -2.08955 0.154 1.519 0.019 -0.42
O -0.36743 -1.34223 -0.83891 0.348 -0.086 -0.135 -0.14
C -0.70417 -2.02252 -3.12653 -0.059 -0.079 -0.316 -0.13
C -0.30909 -1.90156 -4.45707 0.527 0.535 0.750 -0.04
C -0.88312 -2.65018 -5.44405 -0.954 -0.344 0.368 -0.09
C -1.94312 -3.50685 -5.14389 0.390 0.461 0.745 -0.07
C -2.31993 -3.62296 -3.79582 -1.140 -1.255 -1.894 -0.09
C -1.71393 -2.91300 -2.81933 0.614 0.210 1.860 -0.05
H 4.46025 1.61248 2.09633 -0.001 0.270 -0.556 0.11
H 6.17730 3.03424 1.07963 -0.145 -0.183 -0.432 0.10
H 6.28533 3.41651 -1.42027 -0.619 -0.478 0.277 0.10
H 4.46600 2.32893 -2.82612 0.025 0.192 0.531 0.11
H 2.09870 1.80928 -2.97496 0.361 -1.013 0.718 0.13
H 0.46114 -1.18029 -4.68763 0.060 -0.051 -0.024 0.10
H -0.52697 -2.47296 -6.42070 0.129 -0.152 -1.173 0.08
H -2.47060 -4.03593 -5.91953 -0.036 -0.199 -0.075 0.09
H -3.13540 -4.30085 -3.55374 0.105 0.088 0.061 0.11
H -1.96387 -3.07865 -1.76408 -0.022 0.206 -0.476 0.13
```
Forces are in eV/Å.

Results
F_max in eV/Å: 4.08
E_tot in eV: -91911.39856
Total charge: -1
LUMO energy in Ha: 0.08350
Relative energy (zero: lowest compared OMol25 entry of this formula, charge and spin) in kcal per mole: 13.8